# 1
Entry from the Open Molecules 2025 dataset: a 3-piece molecular cluster, C22H28IN3O3 overall (ωB97M-V/def2-TZVPD).

Summary:
Multiplicity: 1
Kohn-Sham gap (eV): 7.98
Total charge: 0
SMILES: CC[C@H](I)OC(=O)OCCCCn1cccc1.c1ccncc1.c1ccncc1

CARTESIAN COORDINATES (ANGSTROEM)
I -0.8439 2.5982 1.7425
O 2.8157 -0.4103 2.5677
O 1.4743 -1.6597 0.8545
O 1.3453 0.7404 0.8630
N 4.0654 -6.1440 3.4604
N -6.5167 3.3854 -2.4256
N -1.6969 4.9457 -1.3966
C -0.1457 0.6709 0.8639
C -0.4155 4.5313 -1.5041
C 1.9013 -0.5281 1.4212
C -7.7267 3.6844 -2.9462
C -2.2483 5.4997 -2.4982
C 0.3376 4.6482 -2.6614
C 4.6631 -5.7804 2.1179
C 4.0309 -3.6922 4.3565
C -1.5777 5.6561 -3.7006
C -1.6935 -0.6836 -0.9877
C -6.7879 5.0765 -4.6370
C -7.9117 4.5144 -4.0402
C -5.5280 4.7890 -4.1227
C -5.4440 3.9444 -3.0274
C 5.1142 -8.2976 2.6292
C -0.2587 5.2213 -3.7796
C 5.3907 -7.1258 1.5063
C 3.3330 -5.2095 4.4089
C 3.0330 -2.7619 3.4473
C 4.2428 -7.5967 3.8641
C -0.5911 0.5079 -0.7275
C 3.7648 -1.5331 2.6454
H 0.2998 5.3285 -4.7050
H 3.3240 -5.6020 5.5311
H 2.1909 -5.1213 4.0957
H 2.2017 -2.2991 4.1545
H 4.7114 -1.1724 3.2754
H -8.9074 4.7182 -4.4174
H -8.5728 3.2244 -2.4433
H 5.1461 -3.7226 4.0024
H -6.8934 5.7333 -5.4956
H -1.0915 1.5136 -1.0933
H 5.4881 -9.4060 2.5304
H -1.4730 -1.5893 -0.2748
H 0.3627 0.3377 -1.4088
H -2.8010 -0.3296 -0.7570
H 0.0040 4.0880 -0.6057
H -2.0711 6.1063 -4.5544
H 4.5759 -4.6992 1.6741
H -4.4830 3.6871 -2.5915
H -0.5720 -0.1790 1.5521
H -3.2782 5.8265 -2.3852
H -4.6329 5.2120 -4.5644
H 1.3640 4.3005 -2.6902
H 4.0375 -3.3321 5.4942
H -1.5983 -1.0203 -2.1195
H 5.9637 -7.1634 0.4776
H 3.8658 -8.1550 4.8243
H 2.5186 -3.4467 2.6162
H 4.1947 -1.8290 1.5838



# 2
Entry from the Open Molecules 2025 dataset: one molecule with the formula C22H28N2O4 (ωB97M-V/def2-TZVPD).

Summary:
Relative energy (zero: lowest compared OMol25 entry of this formula, charge and spin) (kJ/mol): 782.6
Multiplicity: 1
Kohn-Sham gap (eV): 7.90
Total charge: 0
SMILES: C#Cc1nc2ccc(CCCCOC)c(CCC(=O)O)c2nc1CCOCC

CARTESIAN COORDINATES (ANGSTROEM)
O -4.6244 3.2247 0.3732
O 4.3201 0.6871 -1.0164
O -3.3076 3.5701 -1.4253
O -3.5193 -3.4741 -0.2045
N -1.2047 -0.5708 1.1613
N 1.1536 -1.3852 2.9405
C -0.0010 0.1327 1.2676
C 2.5633 1.8044 1.3164
C 2.7351 3.1313 -1.5650
C -0.0786 -4.5279 4.0909
C 4.2694 -0.6226 -0.4503
C -3.4177 -2.4307 -1.1960
C 1.1482 -0.2542 2.1255
C -0.1075 -3.3989 3.6511
C -2.6844 -2.8827 -2.5336
C -1.1693 -1.6825 1.9615
C 3.6820 0.7512 -2.3057
C -1.1015 1.7980 -0.4943
C 0.1397 1.3876 0.4024
C 1.3765 2.1798 0.4109
C 1.6054 3.4681 -0.4866
C -3.4117 3.0688 -0.3232
C 2.4814 1.7931 -2.3762
C -2.2986 2.2861 0.4523
C -2.4490 -2.6242 1.9174
C -2.3078 -3.4981 0.5900
C -0.0143 -2.0946 2.8294
C 2.4015 0.6078 2.1426
H -1.6231 -2.4902 -2.6122
H -3.2857 -2.5391 -3.4328
H -2.7739 1.3627 0.9029
H 2.7267 4.0064 -2.2939
H 4.4929 0.9824 -3.0705
H -0.0200 -5.5995 4.3918
H -1.5040 0.9396 -1.0996
H -5.2582 3.7001 -0.2050
H 3.7555 3.1512 -1.0763
H -2.8494 -1.5520 -0.7473
H -1.4815 -3.1048 -0.0881
H 3.5176 2.3854 1.3500
H -2.6638 -4.0178 -2.5613
H 0.6575 3.8716 -0.9325
H -3.3297 -1.9216 1.8047
H 4.8468 -1.3636 -1.0978
H 3.2818 0.3169 2.7880
H -2.5828 -3.2237 2.8560
H 4.7697 -0.6777 0.5689
H 3.2024 -0.9843 -0.2726
H -4.4621 -2.0913 -1.4636
H 2.0014 4.2569 0.2250
H -1.9155 2.9891 1.2594
H -2.0079 -4.5469 0.8694
H 3.2821 -0.2925 -2.5275
H 2.3983 2.0804 -3.4755
H 1.5152 1.2684 -2.1245
H -0.8690 2.6498 -1.1911



What is the formula in the second record?
C22H28N2O4